[1]
{
  "formula": "C3H2F3FeNO5S2",
  "method": "ωB97M-V/def2-TZVPD",
  "e_homo_ev": [-14.88, -14.66],
  "multiplicity": 6,
  "e_lumo_ev": [-5.23, -8.43],
  "s2": 8.77,
  "gap_ha": [0.35497, 0.22909],
  "total_charge": 1,
  "symbols": ["C", "C", "O", "Fe", "H", "N", "S", "O", "O", "S", "O", "O", "C", "F", "F", "F", "H"],
  "positions_angstrom": [[-0.06848, 3.03114, 1.24210], [0.00799, 3.00168, 2.59832], [0.13604, 2.94648, 3.72583], [-0.13572, 1.06561, 0.35599], [-1.01502, 3.48798, 0.91456], [1.28761, -1.41092, -1.05424], [1.17076, 0.21747, -1.61679], [2.60465, 0.62231, -1.74834], [0.47336, 0.15983, -2.93900], [0.27679, -1.89036, 0.01325], [-0.37341, -0.76216, 0.80033], [0.76329, -2.98484, 0.84446], [-1.22684, -2.61000, -0.82762], [-2.02780, -1.63568, -1.23052], [-0.83639, -3.31727, -1.87610], [-1.88902, -3.39597, 0.00653], [0.85218, 3.47469, 0.79126]],
  "lowdin_charge": [-0.0987, -0.1290, 0.3536, 0.9942, 0.1131, -0.2817, 0.6837, -0.3037, -0.2885, 0.6595, -0.4403, -0.2108, -0.6846, 0.1482, 0.1774, 0.1795, 0.1281]
}

---

[2]
{
  "formula": "C5H8N2",
  "method": "ωB97M-V/def2-TZVPD",
  "e_homo_ev": -9.93,
  "e_lumo_ev": 0.91,
  "gap_ha": 0.39825,
  "relative_energy_kcal_mol": 37.5,
  "smiles": "C[C@H]1[C@@H](C#N)N1C",
  "symbols": ["C", "C", "C", "C", "N", "N", "C", "H", "H", "H", "H", "H", "H", "H", "H"],
  "positions_angstrom": [[-1.86454, 0.23089, 0.19351], [-0.53683, -0.31985, -0.26122], [0.58225, 0.57886, -0.67620], [0.28973, 1.99039, -0.83604], [-0.04705, 3.06413, -1.10636], [0.57766, -0.07067, 0.62541], [1.52864, -1.16193, 0.78254], [-1.69305, 1.06622, 0.87819], [-2.47564, 0.58255, -0.64334], [-2.41976, -0.54172, 0.73466], [-0.55543, -1.26837, -0.80185], [1.29431, 0.20482, -1.41108], [1.78382, -1.65864, -0.16881], [1.08856, -1.90955, 1.44990], [2.44734, -0.78713, 1.24069]],
  "lowdin_charge": [-0.0467, -0.3052, -0.2480, -0.1698, 0.1521, -0.0833, -0.0874, 0.0850, 0.0831, 0.0775, 0.1438, 0.1428, 0.0839, 0.0877, 0.0845]
}

---

[3]
{
  "formula": "C3H9N4",
  "method": "ωB97M-V/def2-TZVPD",
  "e_homo_ev": -14.02,
  "e_lumo_ev": -3.18,
  "gap_ha": 0.39833,
  "total_charge": 1,
  "relative_energy_kcal_mol": 35.2,
  "smiles": "N[C@H]1NC=[NH+]CN1",
  "symbols": ["N", "C", "N", "C", "N", "C", "N", "H", "H", "H", "H", "H", "H", "H", "H", "H"],
  "positions_angstrom": [[-2.28348, -0.16058, -0.05731], [-0.98646, 0.12653, 0.39057], [-0.23083, -1.12389, 0.08188], [1.05460, -1.11794, -0.14741], [1.82155, -0.09272, 0.01034], [1.27153, 1.21987, 0.24551], [-0.25212, 1.17163, -0.29191], [-2.67157, 0.05284, -0.98203], [-2.90432, -0.16772, 0.74689], [-0.95950, 0.20978, 1.43953], [-0.91581, -1.86093, -0.23527], [1.56284, -2.15441, -0.33468], [2.80926, -0.18606, -0.16089], [1.56242, 2.04244, -0.29426], [1.26313, 1.58831, 1.24603], [-0.15026, 1.18432, -1.29696]],
  "lowdin_charge": [0.0854, -0.4190, 0.1058, -0.1177, 0.0872, -0.0630, 0.0464, 0.1215, 0.1053, 0.1489, 0.1847, 0.2041, 0.1683, 0.1013, 0.1232, 0.1174]
}

---

[4]
{
  "formula": "CH5S2",
  "method": "ωB97M-V/def2-TZVPD",
  "e_homo_ev": -2.58,
  "e_lumo_ev": 3.19,
  "gap_ha": 0.21184,
  "total_charge": -1,
  "relative_energy_kcal_mol": 21.6,
  "symbols": ["S", "H", "C", "S", "H", "H", "H", "H"],
  "positions_angstrom": [[1.15667, -0.53777, 2.43041], [1.60916, -0.57219, 3.69612], [0.15119, 0.35127, -0.94303], [-1.43995, -0.39236, -1.73739], [0.77518, 0.66433, -1.84169], [0.47971, -0.48800, -0.35183], [-0.17025, 1.30838, -0.51219], [-2.56170, -0.33367, -0.74041]],
  "lowdin_charge": [-0.3668, -0.5055, -0.4384, 0.4223, 0.0350, -0.0587, 0.0162, -0.1041]
}